# 1
C26H21N2O2PtS2 as an isolated structure. Source: the OMol25 dataset; level of theory: wB97M-V/def2-TZVPD.

Calculated values
Calculated total energy: -59297.7221 eV
Net charge: -1

Each line ends with the Mulliken charge.
Cartesian coordinates (Å):
Pt -0.88240 0.43538 0.42604  0.499
O -2.45052 0.91635 -3.79169  -0.705
C -1.83950 2.07792 -4.07487  0.314
C -2.12587 2.67103 -5.30806  -0.717
C -1.53509 3.86483 -5.66659  -0.252
C -0.64371 4.49845 -4.80343  -0.805
C -0.36011 3.91610 -3.58313  -0.324
C -0.94356 2.70906 -3.19585  0.259
C -0.62757 2.11014 -1.87092  0.774
O -1.13515 0.95084 -1.60604  -0.971
N 0.15535 2.79121 -1.08100  -0.517
N 0.39662 2.17174 0.15751  0.042
C 0.91179 3.01236 0.97411  -0.043
S 1.17668 4.68143 0.45011  -0.051
C 2.00946 5.18392 1.97919  -0.521
C 1.40242 4.39588 3.11935  -0.640
S 1.36805 2.65184 2.63231  0.069
H -2.13653 0.64728 -2.89286  0.430
H -2.82285 2.16409 -5.96289  0.418
H -1.77015 4.30864 -6.62692  0.353
H -0.17855 5.43478 -5.08294  0.377
H 0.32583 4.38361 -2.88935  0.446
H 1.85697 6.25684 2.10346  0.359
H 3.07867 4.98376 1.89956  0.284
H 0.38616 4.73248 3.32742  0.295
H 1.99525 4.46635 4.03168  0.354
C -5.03428 -2.01172 0.28252  -0.400
C -3.84338 -2.67798 0.03355  -0.513
C -2.62842 -2.00660 0.11926  -0.364
C -2.55170 -0.65175 0.46295  -0.391
C -3.77285 0.00172 0.69387  -0.067
C -4.98934 -0.66235 0.60858  -0.654
H -5.98267 -2.53192 0.21828  0.361
H -3.85756 -3.73002 -0.23088  0.332
H -1.71266 -2.55251 -0.07589  0.321
H -3.76938 1.05570 0.95128  0.462
H -5.90963 -0.11968 0.79712  0.347
C -2.00606 -0.51475 6.07386  -0.367
C -2.78687 -0.22418 4.93501  -0.823
C -2.19820 -0.10446 3.70750  -0.143
C -0.80247 -0.26999 3.51976  1.080
C -0.18184 -0.12421 2.23203  -0.921
C 1.18440 -0.36028 2.19270  -0.242
C 1.95518 -0.68732 3.32568  -0.438
C 1.37040 -0.77733 4.55423  -1.017
C -0.02548 -0.57410 4.67350  1.213
C -0.65889 -0.68339 5.93868  -0.882
H -2.47434 -0.60385 7.04718  0.370
H -3.85864 -0.09756 5.03149  0.413
H -2.80189 0.11583 2.84336  0.250
H 1.70252 -0.27674 1.24269  0.320
H 3.02166 -0.85036 3.21329  0.378
H 1.94878 -1.01083 5.44163  0.317
H -0.04279 -0.91110 6.80249  0.334

Atomic forces in eV per Å
Pt 0.0506 0.2841 0.6167
O -0.0305 0.0110 -0.0189
C 0.0036 0.0097 -0.0070
C -0.0041 -0.0052 0.0024
C 0.0069 0.0093 0.0011
C -0.0039 -0.0044 -0.0017
C -0.0035 -0.0037 -0.0007
C 0.0233 -0.0024 -0.0105
C 0.2754 -0.1436 0.0991
O -0.4033 0.3305 0.0071
N 0.0479 -0.0696 -0.0763
N -0.1977 0.1251 -0.1917
C 0.0131 -0.0631 0.0218
S 0.0409 -0.0041 -0.0161
C 0.0175 -0.0024 0.0120
C -0.0153 0.0210 -0.0075
S -0.0295 0.0047 0.0220
H 0.0228 -0.0273 0.0158
H 0.0024 -0.0007 -0.0020
H 0.0014 0.0002 -0.0006
H -0.0006 0.0005 0.0000
H 0.0012 0.0004 -0.0018
H -0.0078 -0.0003 -0.0105
H 0.0000 0.0038 0.0022
H 0.0013 0.0049 0.0042
H 0.0031 -0.0154 -0.0016
C -0.0008 0.0086 -0.0100
C 0.0141 -0.0032 0.0022
C 0.0187 -0.0245 0.1086
C 0.1644 -0.3214 -0.1676
C -0.0234 -0.0579 -0.0994
C -0.0090 0.0187 0.0097
H -0.0002 -0.0013 -0.0025
H 0.0015 -0.0006 0.0014
H 0.0004 -0.0048 -0.0002
H -0.0086 0.0096 -0.0226
H -0.0015 -0.0032 0.0010
C 0.0142 0.0040 -0.0202
C -0.0025 -0.0029 0.0053
C -0.0128 0.0915 0.0002
C -0.0237 0.0563 0.0414
C 0.0796 -0.0683 -0.2107
C 0.0045 -0.1666 -0.0530
C -0.0251 -0.0369 0.0090
C 0.0017 0.0346 -0.0212
C 0.0012 -0.0207 0.0043
C -0.0137 0.0006 0.0030
H -0.0015 -0.0058 -0.0009
H 0.0021 0.0018 0.0042
H 0.0079 0.0231 -0.0360
H 0.0003 0.0112 -0.0051
H 0.0005 0.0039 0.0016
H -0.0016 -0.0070 -0.0011
H -0.0019 -0.0019 0.0012

---

# 2
C26H21N8PdSe2 as an isolated structure. Source: the OMol25 dataset; level of theory: wB97M-V/def2-TZVPD.

Calculated values
Calculated total energy: -173390.3190 eV
Net charge: +1

Each line ends with the Mulliken charge.
Cartesian coordinates (Å):
Pd -0.69661 -0.05765 0.38730  0.676
N 4.71167 6.38045 -5.45916  -0.484
C 4.09483 5.69149 -4.77830  -0.120
C 3.32286 4.82688 -3.92558  0.572
C 3.39372 3.44656 -4.09320  -0.827
C 2.65440 2.61711 -3.26797  -0.013
C 1.83445 3.15883 -2.28368  -0.355
C 1.76723 4.53885 -2.12019  -0.076
C 2.51096 5.37399 -2.93543  -0.853
C 1.04471 2.25820 -1.39701  0.664
C -0.33137 2.20825 -1.58984  0.212
C -1.08815 3.04288 -2.45060  -0.278
C -2.41494 2.80114 -2.18864  -1.291
C -2.44325 1.80512 -1.19769  -0.397
N -1.21534 1.43776 -0.83641  0.083
C 1.74502 1.59740 -0.38652  -0.261
C 3.09752 1.80459 -0.02405  -0.268
C 3.32033 1.08807 1.13220  -1.346
C 2.10380 0.45732 1.43857  -0.453
N 1.16448 0.74369 0.53668  -0.025
H 4.02694 3.03196 -4.86528  0.456
H 2.70894 1.54305 -3.38984  0.493
H 1.13514 4.95700 -1.34742  0.519
H 2.46721 6.44693 -2.80948  0.463
H -0.67512 3.74243 -3.15808  0.548
H -3.27484 3.26359 -2.64282  0.433
H -3.32771 1.36795 -0.76204  0.526
H 3.79102 2.44393 -0.54530  0.554
H 4.22712 1.02984 1.71045  0.435
H 1.90141 -0.16848 2.29374  0.462
Se 0.81840 -3.07219 1.11669  0.257
N 0.93323 -3.66395 2.77176  -0.783
C 0.29655 -2.81003 3.54718  0.885
C 0.16667 -2.91898 4.96867  -0.623
C -0.49091 -1.92325 5.60124  -0.397
C -1.03249 -0.81871 4.85137  -0.476
N -0.95576 -0.67415 3.56301  -0.317
C -0.29140 -1.66266 2.90167  0.577
N -0.10961 -1.62478 1.59136  -0.142
H 0.59933 -3.76484 5.48501  0.493
H -0.61799 -1.92782 6.67481  0.433
H -1.54915 -0.03175 5.39123  0.468
C -1.62333 -3.06922 -2.12575  -0.848
N -2.04295 -3.61688 -0.84117  0.296
C -1.94957 -4.93720 -0.46083  -0.406
C -2.44476 -5.02204 0.79374  -0.362
N -2.82453 -3.75043 1.16442  0.320
C -3.43965 -3.38460 2.43621  -0.739
C -2.58102 -2.89568 0.15650  -0.485
Se -2.94854 -1.05832 0.11947  -0.037
H -1.38355 -3.89634 -2.78767  0.317
H -0.75066 -2.43011 -1.99643  0.293
H -2.43025 -2.47469 -2.54593  0.364
H -1.55345 -5.69492 -1.11261  0.463
H -2.56706 -5.86865 1.44500  0.448
H -3.63703 -4.29649 2.99244  0.328
H -4.37060 -2.85552 2.25153  0.391
H -2.77637 -2.73496 3.00267  0.237

Atomic forces in eV per Å
Pd 0.0747 -0.1748 -0.2668
N -0.0001 -0.0003 -0.0011
C -0.0014 -0.0020 0.0013
C 0.0018 -0.0031 -0.0008
C 0.0038 -0.0017 -0.0027
C 0.0015 0.0030 0.0065
C 0.0001 -0.0055 0.0085
C -0.0046 0.0032 -0.0102
C 0.0022 0.0020 0.0021
C -0.0443 0.0189 0.0152
C 0.0907 -0.0149 0.0755
C -0.0037 -0.0252 -0.0359
C -0.0069 -0.0070 -0.0301
C 0.0072 0.0229 0.0209
N -0.0740 0.0914 0.0145
C 0.0381 -0.0368 -0.0845
C -0.0153 0.0234 0.0286
C -0.0245 0.0248 -0.0129
C 0.0301 -0.0396 0.0213
N -0.0846 -0.0056 0.0345
H 0.0007 0.0010 -0.0001
H 0.0017 0.0001 0.0004
H 0.0002 -0.0011 0.0001
H 0.0006 0.0000 0.0008
H -0.0022 0.0061 0.0034
H -0.0021 0.0042 0.0072
H 0.0254 -0.0067 0.0175
H 0.0068 -0.0117 -0.0079
H 0.0020 0.0001 -0.0032
H -0.0365 -0.0290 -0.0181
Se 0.1369 0.1380 -0.0187
N -0.1356 -0.0779 -0.0350
C 0.0422 0.0279 0.0162
C 0.0247 0.0043 -0.0032
C 0.0016 -0.0117 0.0082
C -0.0011 0.0096 -0.0196
N 0.0088 0.0115 -0.0114
C 0.0957 -0.0348 -0.0121
N -0.1831 0.0744 0.2047
H -0.0038 -0.0012 -0.0002
H -0.0060 -0.0071 -0.0031
H -0.0087 -0.0061 -0.0073
C 0.0002 0.0026 -0.0222
N -0.0129 -0.0155 -0.0174
C -0.0065 -0.0088 0.0057
C 0.0160 -0.0034 0.0203
N -0.0663 -0.0258 -0.0281
C -0.0392 -0.0024 -0.0216
C 0.1969 0.0900 0.0429
Se -0.0406 -0.0135 0.0948
H -0.0020 -0.0001 -0.0005
H -0.0029 0.0100 0.0102
H 0.0012 0.0041 -0.0030
H -0.0056 -0.0021 -0.0051
H 0.0003 -0.0007 0.0029
H 0.0104 0.0030 0.0065
H -0.0092 -0.0092 0.0130
H 0.0013 0.0090 -0.0011

---

# 3
A 2-piece molecular cluster, C26H22BN4O9 overall at a distorted geometry. Source: the OMol25 dataset; level of theory: wB97M-V/def2-TZVPD.

Calculated values
Calculated total energy: -52372.6168 eV
Net charge: -1

Each line ends with the Mulliken charge.
Cartesian coordinates (Å):
C -4.83632 -3.23029 4.58983  -1.352
C -3.50274 -2.65303 4.70970  0.224
C -2.62836 -2.50292 5.74870  -1.026
C -1.45955 -1.86820 5.23450  -1.170
C -1.67945 -1.66111 3.88867  1.471
B -0.82610 -0.96256 2.73601  1.642
C -0.03421 0.08334 3.62601  1.648
C -0.51167 1.07232 4.47438  -0.737
C 0.53182 1.41630 5.38925  -1.128
C 1.57981 0.54225 5.13019  0.545
C 2.83534 0.28549 5.80018  -1.832
O 1.26089 -0.24330 4.05470  -0.214
C -0.07784 -2.30110 2.41661  0.722
C -0.46860 -3.51548 1.89612  -1.258
C 0.70738 -4.30786 1.68523  -1.179
C 1.77902 -3.51893 2.05277  0.524
C 3.21382 -3.65097 1.95585  -1.469
O 1.30008 -2.31785 2.50987  -0.110
C -2.09670 -0.45594 1.93455  0.390
C -2.63153 -0.76935 0.69541  -0.686
C -3.90081 -0.09700 0.58764  -1.144
C -4.08805 0.55145 1.79183  0.386
C -5.20312 1.29079 2.35665  -1.487
O -2.98676 0.35106 2.59271  -0.375
O -2.91448 -2.14559 3.58929  -0.503
H -5.23960 -3.39433 5.60193  0.375
H -5.51806 -2.56783 4.03505  0.238
H -4.78148 -4.20216 4.07303  0.243
H -2.80532 -2.81184 6.77127  0.416
H -0.58599 -1.57578 5.81613  0.508
H -1.49820 1.51282 4.44593  0.694
H 0.52408 2.21435 6.12758  0.412
H 3.34709 1.23263 5.99826  0.398
H 2.66074 -0.18197 6.77974  0.331
H 3.48187 -0.37214 5.21068  0.285
H -1.49075 -3.79817 1.66457  0.581
H 0.74387 -5.30959 1.27140  0.421
H 3.48572 -4.69763 1.78318  0.373
H 3.61768 -3.05898 1.12153  0.236
H 3.69637 -3.29929 2.87365  0.240
H -2.16326 -1.36955 -0.08194  0.598
H -4.60511 -0.11014 -0.24235  0.421
H -5.90754 1.51611 1.55111  0.395
H -5.74751 0.68620 3.09728  0.215
H -4.88738 2.23332 2.82007  0.262
O 5.09494 0.93941 -0.17927  -0.611
N 4.32438 1.73147 0.38066  0.964
O 4.58944 2.94794 0.51428  -0.649
C 3.03032 1.30370 0.89192  -0.966
C 2.20132 2.25763 1.49715  -0.488
C 0.85518 1.96872 1.77269  -1.395
N -0.00042 3.01593 2.23852  1.265
O 0.47585 4.14848 2.46393  -0.769
O -1.22672 2.76782 2.37423  -0.613
C 0.24285 0.64186 1.61100  0.765
C 1.06697 -0.18625 0.76080  0.720
N 0.63415 -1.23336 0.02446  -0.133
O 1.79142 -1.68824 -0.62313  -0.177
N 2.89526 -0.88085 -0.38055  -0.691
C 2.42304 0.06754 0.46719  0.927
H 2.59517 3.25024 1.72689  0.607
H -0.76706 0.71686 1.16433  0.723

Atomic forces in eV per Å
C -0.7404 -0.4765 0.0141
C 1.6016 0.5454 0.6545
C -0.5401 -0.2438 -0.0447
C -0.0281 0.1429 -0.4367
C -0.7372 -0.3408 2.7655
B -2.3813 -1.9781 2.1609
C 1.3037 0.8546 -0.0662
C 0.6775 0.4731 0.2549
C 0.0367 -0.7030 -0.6249
C -2.2235 0.3789 -1.6309
C 1.1254 -0.1252 0.7291
O -0.1636 0.7945 0.8162
C 1.1790 -1.0204 -2.2108
C 0.0382 0.3477 0.3421
C 0.6377 0.8044 0.2182
C -2.6100 -0.2817 -0.1613
C 1.3518 -0.1826 -0.0541
O 0.1379 -0.6221 -0.1755
C -0.9407 -0.4307 -2.3290
C 0.2338 0.4776 0.4563
C -0.0567 0.3399 1.2360
C 1.5108 -1.2197 -1.2504
C -0.8989 0.5260 0.2932
O -0.4808 0.0085 -0.3987
O -0.4420 -0.5312 -0.0608
H 0.0480 0.0073 -0.4037
H 0.1463 -0.2237 0.1274
H -0.2510 0.2356 0.0752
H -0.0323 0.0351 -0.1020
H -0.2481 -0.0788 -0.3232
H 0.1578 -0.1688 -0.1224
H -0.0500 -0.3837 -0.0911
H 0.0882 -0.1462 -0.0621
H 0.0714 -0.0157 -0.2131
H -0.1334 0.1836 0.0748
H 0.2185 0.0860 0.1418
H 0.1077 0.2045 0.1038
H 0.0010 0.1694 0.0764
H -0.0419 -0.0479 0.1577
H 0.0674 -0.0964 -0.0825
H -0.0153 0.1284 0.3832
H 0.2328 -0.0119 0.2871
H 0.0296 0.0745 0.1182
H 0.1594 0.2135 -0.0059
H -0.0652 -0.1771 -0.0252
O -1.3592 0.6691 0.8817
N 0.7161 0.9863 -0.1261
O -0.1170 -1.5476 -0.1168
C -0.2726 0.4981 -0.0717
C 0.4056 -0.6314 -0.0900
C -0.0020 -1.2997 0.0800
N -1.3298 1.1827 0.1448
O -0.4069 -1.4433 -0.1900
O 2.2403 0.2631 -0.2837
C 0.7323 4.0201 -1.9476
C -0.4334 -1.8098 -1.0637
N 2.3676 0.8477 0.3231
O -0.9338 1.4933 0.9724
N -1.6466 0.8450 1.2705
C 1.5763 -1.1264 -1.3260
H -0.1990 -0.3918 -0.2325
H 0.5806 -0.0808 1.1639

---

# 4
C26H22BaN6O3PS as an isolated structure. Source: the OMol25 dataset; level of theory: wB97M-V/def2-TZVPD.

Calculated values
Calculated total energy: -63219.9686 eV
Net charge: +1

Each line ends with the Mulliken charge.
Cartesian coordinates (Å):
Ba 0.12258 0.05284 0.55397  1.802
N -1.99932 -2.98885 0.31082  -0.304
C -1.10360 -3.25967 -0.66984  0.349
N -1.37289 -4.28446 -1.45975  -0.641
C -0.46132 -4.52070 -2.40448  0.524
N -0.67533 -5.53068 -3.24522  -0.314
N 0.68009 -3.81488 -2.56441  -0.593
C 0.82356 -2.79996 -1.74812  -0.074
N -0.03372 -2.43221 -0.78062  -0.144
C 2.06973 -1.98370 -1.92542  0.422
C 3.06445 -2.41203 -2.78913  -0.425
C 4.20873 -1.64270 -2.92879  -0.433
C 4.31724 -0.46628 -2.20690  -0.700
C 3.26935 -0.11235 -1.37391  -0.186
N 2.16683 -0.84675 -1.22358  -0.002
H -2.75636 -3.64239 0.42610  0.275
H -1.69941 -2.50172 1.13676  0.086
H -1.50517 -6.08876 -3.15018  0.249
H 0.00302 -5.73889 -3.95561  0.242
H 2.92702 -3.33492 -3.33143  0.494
H 5.00197 -1.95955 -3.59213  0.436
H 5.18847 0.16852 -2.27963  0.413
H 3.32230 0.80695 -0.79850  0.442
O 0.39057 1.65555 2.49800  -0.879
S -0.82481 1.30187 3.27152  1.616
O -0.58840 0.95044 4.63594  -0.741
O -1.53061 0.25101 2.48200  -0.842
C -1.85805 2.73865 3.25021  0.161
C -2.28469 3.22175 4.47873  -0.631
C -3.09186 4.34744 4.52814  -0.578
C -3.47042 4.97931 3.35440  -0.793
C -3.04237 4.48799 2.13041  0.003
C -2.22473 3.36416 2.05501  -0.203
P -1.69020 2.76643 0.39830  0.390
C -0.67858 4.14389 -0.23492  0.657
C -0.37877 4.16133 -1.60002  -0.729
C 0.46056 5.12939 -2.12586  -0.683
C 1.03129 6.08071 -1.28889  -0.494
C 0.75622 6.05746 0.06901  -0.646
C -0.09589 5.09527 0.59674  -0.393
C -3.26294 2.86184 -0.51957  0.497
C -4.14064 1.79275 -0.33495  -0.606
C -5.38485 1.79254 -0.94426  -0.631
C -5.75647 2.85405 -1.75885  -0.476
C -4.88454 3.91450 -1.95541  -0.746
C -3.64209 3.92279 -1.33571  -0.072
H -1.97727 2.70962 5.37900  0.562
H -3.42480 4.72717 5.48460  0.407
H -4.10296 5.85644 3.38862  0.434
H -3.35019 4.98610 1.21942  0.432
H -0.82488 3.42516 -2.26163  0.439
H 0.66863 5.14446 -3.18773  0.419
H 1.68792 6.83766 -1.69671  0.404
H 1.20215 6.79279 0.72568  0.424
H -0.30046 5.09009 1.65938  0.389
H -3.85722 0.96824 0.31226  0.391
H -6.06466 0.96607 -0.78429  0.412
H -6.72594 2.85402 -2.23898  0.389
H -5.17294 4.74336 -2.58847  0.417
H -2.97207 4.75955 -1.49013  0.386

Atomic forces in eV per Å
Ba 0.1230 0.0498 -0.3940
N 0.0825 0.0659 -0.0785
C -0.0565 0.1191 0.0871
N -0.0125 -0.0200 -0.0285
C 0.0280 0.0248 0.0437
N -0.0142 -0.0155 -0.0177
N -0.0385 -0.0214 -0.0776
C 0.0964 0.1455 0.1010
N -0.0277 -0.3713 -0.0714
C -0.0999 0.0435 0.0756
C 0.0050 -0.0419 -0.0266
C -0.0088 0.0274 0.0290
C -0.0144 -0.0346 -0.0213
C -0.0145 0.0359 0.0360
N 0.0833 -0.0193 -0.0502
H 0.0283 -0.0337 0.0048
H -0.0712 0.0209 0.0859
H 0.0018 -0.0009 0.0002
H -0.0011 0.0017 0.0028
H 0.0060 0.0054 -0.0014
H 0.0034 0.0021 0.0006
H 0.0040 -0.0048 -0.0105
H 0.0092 -0.0047 -0.0027
O 0.1951 0.1878 0.1074
S -0.0662 -0.2818 0.2247
O -0.0104 0.0307 -0.0446
O -0.1046 -0.0150 0.1684
C -0.0280 0.0405 -0.1111
C -0.0006 -0.0139 -0.0366
C -0.0118 0.0165 0.0073
C -0.0082 0.0072 0.0142
C 0.0145 -0.0161 -0.0050
C 0.0278 -0.0245 -0.0042
P -0.1297 0.1269 0.0378
C 0.0195 -0.0338 -0.0218
C 0.0080 -0.0208 -0.0042
C 0.0146 0.0069 0.0070
C -0.0030 -0.0024 -0.0092
C -0.0052 -0.0031 0.0048
C 0.0070 0.0009 0.0118
C 0.0188 0.0109 -0.0114
C -0.0119 0.0109 -0.0020
C 0.0023 -0.0017 -0.0051
C 0.0011 -0.0048 -0.0003
C -0.0014 0.0001 -0.0062
C -0.0092 0.0095 -0.0097
H -0.0002 0.0034 0.0049
H -0.0025 -0.0003 -0.0015
H 0.0002 0.0001 -0.0036
H -0.0031 0.0009 -0.0045
H 0.0067 0.0040 -0.0007
H -0.0011 -0.0021 -0.0017
H -0.0006 -0.0005 -0.0017
H -0.0018 0.0008 -0.0014
H -0.0110 -0.0073 0.0032
H 0.0006 -0.0010 0.0001
H -0.0002 -0.0005 -0.0019
H -0.0011 0.0010 -0.0015
H -0.0014 0.0001 -0.0003
H -0.0144 -0.0033 0.0122

---

Number 1: HOMO-LUMO gap 6.86 eV. Number 2: HOMO-LUMO gap 5.61 eV. Number 3: HOMO-LUMO gap 5.30 eV. Number 4: HOMO-LUMO gap 7.76 eV.